Molecular formula: C46H40F15GeInNO2SSe4
Method: DFT, ωB97M-V/def2-TZVPD

```
111
Properties=species:S:1:pos:R:3:lowdin_charge:R:1
In -0.061 1.065 -2.376 0.123
C 3.214 -2.842 2.888 -0.039
C 4.237 -2.554 1.773 -0.552
C 5.538 -2.091 2.433 -0.070
C 4.516 -3.848 0.996 -0.049
C 3.644 -1.486 0.845 -0.148
C 2.539 -1.765 0.102 0.032
C 1.882 -0.745 -0.644 -0.159
N 0.769 -0.894 -1.374 0.057
C -0.128 -1.879 -1.370 -0.201
C -0.324 -2.838 -0.335 0.018
C -1.282 -3.792 -0.446 -0.146
C -2.048 -3.838 -1.662 0.036
C -1.987 -2.923 -2.670 -0.061
C -1.085 -1.798 -2.487 -0.252
O -1.088 -0.791 -3.226 -0.115
C -2.931 -3.086 -3.879 -0.528
C -4.385 -2.971 -3.394 -0.043
C -2.728 -2.057 -5.000 -0.059
C -2.706 -4.477 -4.495 -0.054
C -1.566 -4.731 0.731 -0.554
C -2.088 -3.899 1.914 -0.039
C -0.275 -5.451 1.146 -0.048
C -2.614 -5.791 0.387 -0.070
C 2.424 0.618 -0.660 -0.259
O 1.763 1.556 -1.178 -0.141
C 3.701 0.842 -0.018 -0.064
C 4.203 -0.172 0.744 0.035
C 4.510 2.152 -0.127 -0.520
C 3.946 3.190 -1.110 -0.048
C 4.585 2.804 1.264 -0.037
C 5.930 1.807 -0.610 -0.052
H 3.619 -3.563 3.608 0.085
H 2.290 -3.253 2.473 0.066
H 2.959 -1.922 3.422 0.093
H 5.908 -2.880 3.092 0.082
H 5.383 -1.196 3.043 0.086
H 6.314 -1.879 1.692 0.089
H 5.014 -4.575 1.646 0.083
H 5.162 -3.652 0.136 0.092
H 3.594 -4.306 0.630 0.073
H 2.170 -2.778 0.025 0.105
H 0.224 -2.712 0.589 0.107
H -2.773 -4.637 -1.765 0.092
H -4.546 -2.006 -2.903 0.096
H -4.643 -3.763 -2.683 0.075
H -5.070 -3.040 -4.245 0.084
H -2.972 -1.046 -4.684 0.064
H -3.388 -2.329 -5.831 0.085
H -1.701 -2.045 -5.367 0.094
H -2.877 -5.285 -3.778 0.071
H -1.682 -4.566 -4.868 0.091
H -3.391 -4.623 -5.337 0.083
H -1.361 -3.144 2.221 0.082
H -2.298 -4.547 2.772 0.084
H -3.010 -3.378 1.639 0.093
H 0.490 -4.743 1.479 0.062
H 0.135 -6.025 0.310 0.091
H -0.476 -6.139 1.974 0.084
H -3.581 -5.339 0.148 0.086
H -2.758 -6.449 1.247 0.083
H -2.300 -6.409 -0.460 0.088
H 5.126 0.021 1.279 0.093
H 2.997 3.600 -0.773 0.069
H 3.793 2.773 -2.107 0.086
H 4.670 4.008 -1.186 0.085
H 3.585 2.911 1.685 0.078
H 5.036 3.799 1.189 0.086
H 5.186 2.210 1.960 0.080
H 5.892 1.344 -1.600 0.093
H 6.445 1.120 0.067 0.070
H 6.529 2.721 -0.682 0.084
Se -2.125 2.469 -3.281 0.098
Se -1.805 1.910 -5.509 -0.059
Se 0.381 2.644 -5.808 -0.088
Se 1.553 1.121 -4.498 0.050
F -2.934 2.495 3.910 0.095
C -3.827 2.259 2.937 -0.211
C -3.515 2.466 1.605 -0.130
C -4.513 2.163 0.688 -0.247
F -4.286 2.308 -0.620 0.072
C -5.756 1.702 1.063 -0.139
F -6.696 1.426 0.157 0.123
C -6.026 1.515 2.403 -0.140
F -7.218 1.064 2.785 0.126
C -5.063 1.794 3.346 -0.146
F -5.332 1.603 4.641 0.114
Ge -1.685 2.746 0.874 0.665
S -1.153 0.833 0.094 0.373
C -1.683 4.342 -0.286 -0.154
C -0.478 4.694 -0.865 -0.250
F 0.599 3.918 -0.669 0.072
C -0.318 5.818 -1.641 -0.144
F 0.859 6.130 -2.175 0.134
C -1.410 6.627 -1.862 -0.132
F -1.287 7.722 -2.603 0.134
C -2.630 6.317 -1.299 -0.137
F -3.674 7.125 -1.505 0.119
C -2.752 5.190 -0.516 -0.224
F -3.955 4.965 0.032 0.102
C -0.589 3.449 2.382 -0.111
C 0.530 2.817 2.902 -0.222
F 0.968 1.655 2.411 0.081
C 1.248 3.347 3.959 -0.147
F 2.316 2.714 4.451 0.115
C 0.853 4.539 4.521 -0.139
F 1.537 5.055 5.540 0.128
C -0.260 5.194 4.038 -0.143
F -0.651 6.339 4.604 0.119
C -0.959 4.640 2.987 -0.227
F -2.062 5.292 2.585 0.101
```

- ΔE to the lowest compared entry with this formula, charge and spin (kJ/mol) = 39.8
- LUMO (spin up / spin down) (eV) = 0.348 / 0.371
- maximum force (eV Å⁻¹) = 0.5
- total charge = -1
- highest occupied orbital energy (spin up / spin down) (Ha) = -0.177 / -0.177
- gap between HOMO and LUMO (spin up / spin down) (eV) = 5.2 / 5.2